[1]
Density functional theory data (ωB97M-V/def2-TZVPD) for C47H99InN5O7 as an isolated structure at a distorted geometry.

```
159
Properties=species:S:1:pos:R:3:forces:R:3
H -24.2310 1.6991 23.3751 -0.7 1.2 -0.4
N -20.2625 -1.8388 17.8012 0.3 -0.8 -0.2
H -20.8050 -2.6884 29.9690 0.3 -0.1 -0.2
H -18.0973 7.0616 22.2437 0.2 0.0 0.4
H -25.4370 -0.1727 21.2927 0.0 -0.1 0.0
O -18.4813 7.5542 25.4676 0.7 0.2 -0.4
H -22.4006 -0.0429 17.5084 0.3 -0.1 0.2
H -20.7220 -0.0952 15.6385 -0.1 0.0 0.0
H -10.8265 1.7730 25.7006 0.5 0.5 -0.7
H -11.8125 -0.6142 22.8630 -0.2 0.1 0.1
O -24.9543 3.7361 19.5196 0.5 -0.4 0.3
H -20.8785 6.2152 24.7627 0.7 0.6 0.3
C -21.2962 -2.5354 20.0336 0.0 0.0 -0.6
C -19.6191 -0.4172 27.5949 0.4 0.8 0.3
H -15.3933 5.5966 26.6056 0.4 0.3 0.1
H -16.3063 3.5830 22.7977 -0.4 -0.2 -0.2
H -16.3926 0.1295 24.2737 0.8 -0.5 0.2
H -13.9282 0.7677 27.3867 0.1 -0.5 0.2
O -17.1642 0.1064 21.3593 -2.6 1.3 0.0
C -11.7800 -0.5977 25.9939 0.8 1.6 0.6
C -14.7262 0.3923 26.7558 0.0 -0.1 -1.4
H -11.7108 2.4348 24.2269 0.2 0.0 0.0
C -19.5781 1.0340 21.7118 -4.5 3.9 -3.1
H -26.2098 0.3455 19.4304 0.1 0.1 -0.2
H -11.9834 -1.6636 25.9257 -0.1 0.1 -0.6
H -16.0131 7.6177 23.0588 -0.2 -0.2 0.0
H -21.0404 -1.5843 20.5097 -0.3 0.2 -0.2
H -17.8440 -1.3318 29.3223 -0.3 0.0 0.3
C -15.7978 7.5485 24.1294 -0.5 0.1 -0.5
H -14.8243 2.8564 26.2533 -0.3 0.1 -0.3
H -22.0624 -5.3370 17.1424 0.1 0.1 -0.4
H -18.5901 -0.2572 27.2580 0.0 -0.3 -0.5
H -12.1568 -0.2637 26.9623 -0.4 0.0 -0.1
H -19.8570 -4.5272 17.5377 0.3 0.3 0.1
H -14.7636 -0.6935 26.6705 0.0 -0.1 0.6
H -14.2240 2.9100 24.5589 0.3 0.4 0.2
C -11.3035 0.0291 23.5760 0.7 -0.2 0.4
H -16.8482 6.4188 27.0143 0.0 0.4 0.0
C -14.5415 0.9638 25.2981 -1.4 1.6 1.9
H -21.7814 -1.0899 24.9519 -0.3 0.2 0.4
C -24.3051 1.3031 22.3606 -1.6 -2.5 0.1
C -22.6168 -1.0767 17.2118 0.2 1.1 0.5
H -18.7950 -3.5247 20.4345 -0.7 -0.1 0.0
H -17.6955 -2.3349 27.9383 0.1 -0.4 0.1
H -24.0176 0.8605 19.3372 -0.2 -0.1 0.3
H -20.6440 -5.0029 19.0170 0.3 0.4 0.4
H -20.2876 0.8357 25.9636 0.3 -0.1 -0.1
C -20.7028 -1.7251 29.4631 -0.6 -0.3 0.7
H -16.8111 1.5385 25.0004 0.8 0.6 1.0
H -23.2197 -0.8830 16.3253 -0.4 -0.6 0.1
H -18.5700 -1.9997 19.5770 0.4 -0.1 0.4
H -19.4812 -4.6123 27.3943 0.1 0.2 -0.1
O -20.1327 -4.0854 27.8694 -0.6 -0.1 0.5
C -21.8107 -3.2902 16.3615 -0.5 0.1 0.8
H -10.9406 0.9402 23.1030 -0.3 -0.1 -0.4
C -26.6260 1.3361 19.2812 -1.1 1.3 -0.4
H -18.5217 3.6650 24.0723 0.7 -0.3 0.0
H -27.7009 3.9016 21.5016 0.0 -0.6 0.3
H -23.3398 -2.4373 26.0324 -0.1 -0.6 0.0
H -27.6745 1.2550 18.9753 -0.2 -0.5 0.6
O -13.9638 -1.0157 24.2357 0.1 0.2 -0.4
H -21.6168 -1.3720 14.7936 0.3 0.2 -0.4
C -11.7673 1.8686 25.1512 0.0 -1.3 2.0
C -20.6196 -4.2195 18.2565 -1.3 -0.7 -0.5
C -18.3171 -2.1814 28.8240 0.1 0.9 -0.7
H -19.7884 5.0536 25.6202 -0.4 0.2 0.2
C -22.6086 -2.5428 26.8263 1.8 0.5 1.5
H -22.8288 -4.1880 18.1202 0.1 0.5 0.1
H -19.4733 7.7112 23.1843 0.2 0.1 0.1
C -12.7237 2.5820 26.1061 -0.2 1.1 -1.6
C -16.4585 6.3523 24.8646 1.0 0.9 0.7
H -21.6398 -3.3928 24.3850 0.3 0.0 -0.2
C -18.9962 6.8070 22.8066 -0.8 -0.5 -0.7
H -19.2518 1.9506 22.2189 1.0 -0.5 0.7
H -21.7344 -1.4844 29.2027 0.1 0.2 -0.4
H -20.5174 0.6157 22.0811 0.6 -1.0 1.1
C -20.1184 5.4415 24.6553 -0.4 -0.6 0.1
N -25.2053 2.9046 20.6328 0.0 0.0 2.0
C -20.3190 -2.8402 18.8451 0.7 -2.2 2.1
H -12.6187 2.4274 27.1778 0.0 -0.6 -0.1
H -15.6664 0.7557 27.1679 -0.1 -0.1 -0.1
H -15.4167 7.4017 26.5067 0.0 -0.1 0.3
H -15.7681 1.5647 23.6221 0.2 0.1 0.0
H -13.8604 -1.4687 25.0860 0.1 0.0 0.0
H -20.7427 4.6581 24.2084 0.6 -0.3 -0.5
O -20.0380 -0.5532 18.3664 -0.3 -0.1 -0.1
H -14.7093 7.5120 24.1817 0.0 -0.1 0.4
H -14.9175 5.2379 23.9059 0.2 -0.3 0.3
C -27.5602 3.3946 20.5480 -0.9 -0.1 -1.3
C -16.7390 4.5607 23.0418 1.1 -0.9 0.6
N -20.0993 -2.7933 27.3133 1.1 0.2 -0.8
C -18.9104 -3.0387 19.4674 0.7 2.0 -0.4
C -25.6214 0.4991 22.1348 0.1 0.7 -0.1
H -22.6972 -3.3321 27.5736 -0.7 -0.4 -0.5
H -19.8790 -3.6350 24.9214 -0.1 0.4 -0.5
C -14.1249 2.4280 25.5327 0.0 -0.6 0.4
C -21.9427 -4.3088 17.4905 0.4 0.2 0.3
H -19.8646 -1.5579 15.1790 -0.1 -0.3 0.1
H -22.6451 -1.6387 27.4382 -0.5 0.1 -0.2
C -15.9347 5.0144 24.2275 -0.8 1.5 1.0
H -22.3226 -2.5657 19.6692 -0.1 0.4 0.2
H -18.6782 -1.0406 21.5114 -1.6 0.4 -0.8
H -18.3086 -3.0397 29.4887 -0.1 -0.1 -0.1
C -18.7999 5.7616 23.9325 0.0 1.9 -0.3
H -22.1062 2.6328 22.0102 -0.1 0.0 0.5
H -21.1527 -3.7359 15.6157 0.2 0.4 -0.1
C -21.1269 -2.5742 26.3441 -0.9 0.1 -2.7
C -24.0110 2.2033 21.1329 0.8 -0.2 -0.5
H -21.2772 -3.2435 20.8631 0.4 -0.4 -0.3
H -15.9581 4.2750 25.0245 0.1 -0.2 -0.2
C -20.8251 -1.1755 15.5174 -0.6 0.2 0.6
C -12.1221 0.3939 24.8325 -1.1 -0.6 -0.7
H -27.7077 0.9067 21.7104 0.1 -0.1 -0.4
C -19.7126 -1.7889 28.2861 -0.5 -0.1 1.0
H -20.8190 -0.4199 18.9304 0.2 0.6 0.0
H -18.2344 -0.1625 22.9631 -0.7 1.1 0.5
H -16.4413 5.1669 22.1832 -0.8 0.3 -0.1
H -10.7049 -0.4527 26.1317 0.1 -0.5 -0.1
H -23.1491 -1.5223 18.0506 -0.4 -0.2 -0.3
H -18.1634 -3.4751 18.8030 -0.4 -0.2 -0.3
H -25.9099 -0.1341 22.9744 0.3 0.1 0.2
C -23.3290 1.3914 19.9919 0.0 0.1 0.3
H -23.6390 0.4506 22.5577 0.9 0.4 -1.0
H -12.4973 3.6448 25.9663 0.1 0.1 0.3
H -24.9291 4.5974 19.9503 0.0 0.2 -0.4
H -20.1634 -1.3667 24.7797 0.7 0.0 0.6
H -26.2772 1.8554 18.3850 0.8 -0.2 0.2
N -17.9065 6.3937 24.9507 -0.8 -2.5 -0.5
C -18.3713 -0.0514 21.8799 6.1 -3.9 0.4
H -21.5506 0.3342 26.9620 -0.2 -0.5 0.1
C -23.0132 3.1780 21.7448 0.1 1.4 -0.3
C -21.3601 -1.8347 16.8182 0.3 -0.4 -1.7
H -18.7085 4.2997 22.4250 -0.5 -0.2 0.2
C -20.6329 -0.0475 26.5080 0.0 -0.3 -0.1
C -26.5091 2.2589 20.5324 0.0 0.4 -0.6
H -18.2941 8.2330 24.7976 -0.2 0.2 0.3
C -26.7546 1.4359 21.7920 -0.5 0.3 0.4
C -15.9815 6.4850 26.3624 -0.1 -0.9 -0.8
H -26.9553 2.1470 22.5987 0.4 -0.1 0.2
H -22.6592 4.0562 21.1904 -0.2 -0.5 -0.9
H -22.7930 -3.1401 15.9105 0.1 0.0 -0.3
C -20.8981 -1.2376 25.5828 -0.2 0.3 0.0
H -19.6906 6.4642 22.0311 -0.1 -0.3 0.1
In -17.5974 1.3747 18.6768 -0.6 -0.5 0.6
H -22.7718 2.0531 19.3276 0.1 0.1 0.2
C -15.9143 1.0665 24.5859 -0.6 -0.8 -1.6
N -13.5683 0.3434 24.4270 0.0 -0.6 0.1
H -22.6626 0.6694 20.4707 0.2 0.0 -0.3
C -18.2109 4.4576 23.3896 -0.2 0.9 -1.1
H -23.5184 3.6886 22.5673 0.3 -0.5 0.5
O -19.8820 1.4067 20.4841 1.8 -1.1 0.8
H -20.4315 -1.0158 30.2480 0.3 0.1 -0.2
H -10.3876 -0.4845 23.8793 0.0 -0.1 0.0
H -16.1317 8.4809 24.5892 0.1 0.1 0.0
H -21.1251 -4.6213 25.5613 -0.4 0.0 -0.1
H -28.4744 2.9413 20.1490 -0.4 0.0 0.8
H -19.7166 0.3530 28.3655 0.0 -0.2 0.2
H -27.5066 4.2402 19.8547 1.0 -0.3 -0.3
C -20.9370 -3.6125 25.1858 -0.1 -0.5 1.7
```
Positions in Å, forces in eV/Å.

Summary:
Frontier orbital gap = 2.663 eV
LUMO energy = -0.267 Eh
Net charge = +1
HOMO energy = -9.92 eV
Molecular weight = 961.2 g mol⁻¹

Mulliken atomic charge list, values in e, 8 entries:
1 H 0.524
2 N -0.155
3 H 0.370
4 H 0.306
5 H 0.141
6 O -0.479
7 H 0.414
8 H 0.353

=====

[2]
Density functional theory data (ωB97M-V/def2-TZVPD) for a 6-piece molecular cluster, C48H103N5O6 overall at a distorted geometry.

```
162
Properties=species:S:1:pos:R:3:forces:R:3
C 3.8270 2.5703 2.4139 -0.1 0.2 -1.7
H -6.5552 -0.3686 0.1796 -0.3 0.2 0.2
H -0.9059 -7.0488 -4.3464 0.7 -0.2 0.2
H -3.4635 -1.0277 -1.6125 0.5 0.1 0.7
H -2.2248 -6.4410 -3.5402 -0.3 0.3 0.2
H 5.6010 7.0685 2.9301 -0.1 0.1 0.0
H -5.0445 -3.0553 2.2314 0.2 0.1 -0.2
C -1.1478 -6.2862 -3.6061 -0.3 -0.4 0.8
H 7.0703 6.6204 2.1046 0.3 -0.1 0.2
C 1.7772 0.0588 -4.7479 1.8 -0.8 0.7
H 0.5307 -6.5593 -2.2658 0.1 0.2 0.1
H -1.3633 -4.8230 -5.1343 -0.6 0.5 0.2
H 6.9067 1.9117 3.9325 -0.1 0.5 0.0
H 0.4049 -0.9355 4.5328 -0.2 -0.1 0.1
H 7.1185 7.2367 3.8041 0.1 -0.1 -0.1
O -0.7505 -2.9470 -0.9426 -1.0 -0.1 0.0
N -0.6429 -4.0270 -1.8179 0.7 -2.5 -1.2
H -2.6193 -4.7990 4.4674 0.5 0.1 -0.6
C -5.6678 2.6270 -3.8171 -0.4 -0.8 0.2
O 3.9405 1.4998 -3.1988 -0.7 0.4 -0.3
H 0.4423 -2.3336 -3.5630 0.0 -0.2 0.1
H 4.4483 4.1875 -3.3383 -0.1 -0.6 0.2
H 8.2912 4.2562 3.1578 -0.1 0.0 -0.4
H -2.8906 2.4231 -3.5179 -0.2 0.4 -0.2
H 8.4850 5.3919 4.4104 -0.4 0.2 0.3
H 0.5978 -0.5829 -1.7690 -0.9 -0.8 0.4
C -4.4562 -0.9893 -1.1641 -0.5 0.0 -1.7
C -5.1468 -2.7873 3.2830 1.1 0.9 -1.1
H -4.5447 -1.8229 5.5476 0.2 0.4 0.3
C -0.5286 -0.9650 3.9708 -0.7 -0.2 -0.9
H -6.1194 3.4132 -3.2122 0.6 0.2 0.3
C -1.2188 -3.7338 -3.1581 0.2 -0.6 -1.5
H -5.2499 -0.2506 1.2749 0.3 0.3 0.1
O -2.6756 -1.9844 2.2188 0.6 -0.2 0.1
C 4.9818 2.9838 3.2326 2.7 -0.2 2.1
H 4.8260 6.0944 4.9042 -0.2 -0.1 -0.1
H 6.4503 1.5292 2.2879 -0.1 0.1 -0.1
C 1.6989 -0.5912 0.1112 -1.2 1.2 -0.9
C -3.7991 -3.0663 4.0344 -1.3 -0.7 1.4
H 0.0806 -1.3204 0.8482 -0.2 -0.1 0.1
H -0.2424 -6.3877 0.6479 -0.1 -0.3 -0.2
H 1.0214 -0.1976 -5.4902 -0.2 0.0 0.4
H -5.1037 3.0479 -4.6495 0.1 0.1 0.1
H 2.6760 4.1826 -0.6627 0.3 0.0 0.0
H 0.5724 -3.2625 3.6193 -0.2 0.5 0.0
H 4.3034 2.1830 5.1261 0.1 -0.2 -0.2
H -3.6573 -0.1615 -3.5960 0.0 -0.2 -0.4
H 5.5901 0.8481 3.6652 -0.4 0.0 -0.1
H -6.5530 2.1398 -4.2259 0.2 -0.3 -0.2
C -0.4830 -3.4260 3.8370 -1.0 -0.9 0.6
C 2.9217 3.2714 -1.2080 0.4 -0.9 -0.6
C -4.7840 1.5951 -3.0282 -1.1 0.7 -1.0
H 2.3017 3.1803 -5.9648 0.3 0.2 0.5
C 3.3668 4.2988 -3.4156 -0.4 2.5 0.0
C 2.4576 3.3428 -2.6552 -0.5 -0.7 -0.9
C -0.8636 -4.9133 -4.1697 0.3 0.7 1.0
H -5.3343 -1.7137 3.3003 -0.1 0.1 0.1
H -4.2387 -5.1284 4.2146 -0.4 -0.2 -0.7
H -4.0137 0.9486 -4.9648 0.1 0.0 0.1
H -3.7630 3.2893 -2.2178 -0.2 0.3 -0.2
H -0.0766 1.8143 -5.2748 -0.3 0.1 0.0
H -3.1902 -2.9138 -3.7962 0.5 0.2 -0.5
H 1.0070 0.9045 -1.4170 0.5 0.6 0.6
C 6.3766 5.1749 3.6893 1.2 0.9 -0.3
C -1.7552 -2.1148 5.8012 0.1 -0.4 1.1
C 6.0505 1.7563 3.2761 -0.5 1.0 -0.2
H 1.7831 -0.5455 -3.8408 -1.0 0.2 0.2
C 2.9478 -1.1374 -0.5821 -0.5 1.1 0.0
C 0.9309 3.7863 -2.6123 1.5 0.2 -0.6
H -7.2662 1.6356 -1.5576 -0.6 -0.1 -0.1
H 3.9810 3.0215 -1.2664 0.2 0.4 0.6
H -3.2171 -4.5205 -3.2687 -0.1 -0.1 0.5
H -1.0987 -0.0425 4.0814 0.0 0.1 0.3
H 4.2174 2.4888 1.3995 -0.5 -0.3 -0.3
H -0.1948 1.4404 -3.5665 0.5 -0.5 0.1
H 5.4051 4.7321 0.8887 -0.5 0.2 0.4
C -1.3691 -2.2110 4.2893 -0.2 -0.4 0.5
H -5.3132 -0.0377 -4.3031 0.2 -0.4 -0.1
C 2.5323 2.1427 -5.7232 -0.8 -0.1 -0.9
C 7.7857 4.6404 4.0437 0.5 -0.8 -0.9
C -0.9557 -5.4109 -1.1805 -0.2 0.2 0.7
H 3.4724 -0.2788 -1.0013 0.3 0.2 0.2
H -2.6834 -3.9383 6.7287 0.3 -0.1 -0.2
H 3.5976 1.9254 -5.6453 0.0 0.3 -0.3
H 0.1424 -2.8342 -0.6087 0.3 0.2 0.2
H -1.1615 -1.6423 -3.2971 0.3 0.4 0.3
C 5.6545 5.3934 5.0057 -0.7 -1.0 0.9
C 5.2266 4.0530 5.6518 -0.3 0.2 -1.0
C -0.0036 -5.5355 0.0117 -0.1 0.3 0.8
H 1.9143 0.1815 0.8493 0.7 0.2 0.0
C -2.4477 -5.6504 -0.6000 1.5 1.2 -1.0
H -2.2504 0.7488 -2.1172 0.6 -0.2 0.4
N -5.5256 1.2026 -1.8084 1.4 1.5 0.0
H 0.1736 -4.7535 -4.4640 0.4 -0.4 0.4
C 0.6587 0.0290 -0.8691 1.6 0.4 -1.1
H 2.6974 -1.6972 -1.4832 -0.1 -0.6 0.3
H -6.0773 -3.2861 3.5542 0.5 -0.3 0.9
O 6.0327 4.3029 1.4748 1.4 -0.8 -0.5
H 2.4600 2.3915 -0.7599 -0.2 0.2 0.3
C -2.9017 -2.9022 6.4700 -1.0 -0.4 -1.2
H -0.2711 -1.0718 2.9170 0.3 0.3 0.0
H -0.9690 -3.9031 2.9860 0.3 0.3 -0.4
H 7.7872 3.7846 4.7188 -0.2 0.2 0.2
C 4.4239 3.1624 4.6630 0.6 0.5 0.8
H -3.0311 -3.1331 -2.1285 0.1 -0.4 0.2
C 0.1721 3.4983 -3.8802 -0.2 -0.6 -0.1
H 6.3479 5.8059 5.7387 0.2 0.5 -0.3
H 4.6030 4.2091 6.5321 0.0 0.2 0.0
H -0.1145 -4.6853 0.6849 0.0 0.2 0.0
C -0.5546 -6.5233 -2.1712 -0.2 0.6 -1.8
H 3.1672 4.6187 -4.4384 -0.4 -1.1 -0.4
C -3.5195 1.1549 -0.4106 -0.7 0.5 0.2
H -0.2854 0.3199 -0.4085 -0.1 -0.5 0.0
H 4.3949 2.0698 -3.8235 0.7 0.1 -0.3
H -3.1718 -2.4033 7.4007 0.3 0.0 0.1
O -6.8681 0.8755 -1.9882 -0.1 -0.3 -0.3
H 0.8595 4.8662 -2.4821 0.5 0.2 0.2
H 2.7292 -0.3110 -5.1289 0.2 0.3 -0.6
H -0.8539 3.7652 -3.6268 -0.5 -0.7 -0.2
H -2.9518 0.4600 0.2082 0.0 0.0 0.2
H -0.8431 -7.5165 -1.8270 -0.3 0.1 0.3
C -4.8704 0.4811 -0.7568 1.2 -2.1 1.0
N -2.6818 -2.1810 3.6173 -1.3 1.1 1.0
C -4.1502 -2.8389 5.5590 1.0 1.1 -0.8
H 0.4221 3.3958 -1.7310 0.2 -0.6 -0.1
C 0.3764 2.0067 -4.3022 -0.1 1.6 -0.5
H 3.4036 3.5409 4.6008 0.0 0.4 -0.1
H -0.7732 -2.2177 -4.8319 -0.2 -1.0 -0.2
H -4.5992 -1.8360 -0.4928 0.2 0.4 0.5
C -5.7739 0.3176 0.5064 0.1 -0.5 -1.1
H 0.3694 4.2448 -4.6495 0.7 -0.2 -0.3
C 6.5839 6.6218 3.0800 -0.8 -1.1 -0.1
H 3.6088 -1.6462 0.1196 -0.1 -0.2 -0.2
H 1.0555 -5.6175 -0.2323 -0.1 0.1 -0.4
H -2.0862 -1.1111 6.0678 0.5 0.5 -0.7
N 2.6143 1.9726 -3.2531 -2.3 -1.4 0.8
H -2.8350 -1.0378 2.2053 -0.1 0.1 -0.5
O 0.9996 -1.5945 0.8049 0.1 -1.4 0.4
H -0.5356 -4.2301 4.5711 0.2 0.0 0.3
H -3.1345 -5.7094 -1.4444 -0.2 -0.2 0.3
H 2.1460 1.5988 -6.5851 0.2 -0.1 -0.2
H -4.9953 -1.2766 -2.0669 -0.7 0.0 0.1
H -2.5153 -6.5190 0.0550 0.2 -0.1 -0.3
C -0.6190 -2.4554 -3.7794 -0.2 0.8 1.3
N 5.5757 4.3104 2.7826 -2.0 0.1 1.3
H -0.8824 -2.3191 6.4213 0.4 0.2 -0.2
H -3.7599 2.0364 0.1838 0.1 0.2 0.2
H 3.0480 3.3326 2.4246 -0.1 0.0 0.0
H -1.9016 2.2606 -1.1560 0.3 -0.1 -0.5
C -2.7124 -3.5744 -3.0728 -1.5 0.1 -0.2
C -3.4393 -4.5067 3.8115 -0.2 -0.3 0.7
C -3.5202 2.3120 -2.6351 0.9 0.8 1.1
H -6.2304 1.2195 0.9143 0.2 0.1 -0.1
C -4.3977 0.4971 -4.0501 -0.8 -0.1 0.8
C 1.8523 1.5546 -4.5019 -0.1 1.3 1.5
H -2.6774 -4.7705 0.0009 -0.2 0.1 0.0
H -3.2770 -4.5812 2.7362 0.3 -0.9 0.1
H 3.1786 5.2830 -2.9865 0.3 0.3 0.7
C -2.6609 1.6088 -1.5881 -1.1 -0.7 -0.1
H 3.4014 1.6175 2.7288 0.2 0.0 0.0
H 6.1508 3.6003 6.0111 -0.1 -0.5 -0.1
H -5.0063 -3.4102 5.9181 0.3 -0.6 -0.3
```
Positions in Å, forces in eV/Å.

Summary:
Frontier orbital gap = 8.438 eV
LUMO energy = 0.018 Eh
HOMO energy = -7.95 eV
Molecular weight = 846.4 g mol⁻¹

Mulliken atomic charge list, values in e, 8 entries:
1 C -2.136
2 H 0.471
3 H 0.473
4 H -0.379
5 H 0.325
6 H 0.448
7 H 0.217
8 C -0.808